Density functional theory data (wB97M-V/def2-TZVPD) for a structure of composition C15H4AuBBr2Cl5F4NO at a distorted geometry.

The calculation puts the frontier orbital gap at 6.983 eV. The charge is 0.

Atoms and positions in Å:
Au 0.10 0.66 -0.46
Cl -2.27 -2.20 2.56
C 1.24 -2.55 3.59
C -0.08 -1.26 0.16
C 0.52 -2.43 -0.02
Cl 1.94 -2.63 -0.95
C -0.04 -3.70 0.54
Cl -1.06 -4.58 -0.51
C 0.24 -4.12 1.78
Cl -0.43 -5.58 2.44
C 1.17 -3.42 2.63
Cl 2.93 -3.70 2.69
Br -2.21 5.25 -0.48
C -2.82 3.59 0.14
C -4.08 3.49 0.69
C -4.57 2.27 1.12
Br -6.34 2.19 1.78
C -3.79 1.11 1.02
C -4.42 -0.13 1.35
C -4.97 -1.19 1.64
C -1.39 -1.02 0.86
N -1.53 0.22 0.44
C -2.48 1.24 0.52
C -1.97 2.47 0.02
O -0.79 2.57 -0.53
H -4.70 4.37 0.76
H -5.68 -1.85 2.05
H -2.67 -2.64 3.72
H -3.61 -1.48 2.10
F 4.07 1.53 -0.99
B 2.81 1.98 -0.81
F 2.38 1.99 0.51
F 2.49 3.12 -1.49
F 1.89 0.86 -1.44

---

Density functional theory data (wB97M-V/def2-TZVPD) for a structure of composition C15H4Cl4F6N5O9RhS2.

The calculation puts the frontier orbital gap (alpha / beta) at 6.922 / 7.098 eV. The charge is -2. As for the spin multiplicity: 5. The expectation value of S² is 6.030.

Atoms and positions in Å:
Rh -0.02 -0.82 0.07
Cl 4.80 -0.97 5.20
C 4.01 -1.01 3.66
C 4.80 -1.15 2.48
Cl 6.51 -1.33 2.63
C 4.21 -1.16 1.25
Cl 5.14 -1.32 -0.19
C 2.79 -1.03 1.10
O 2.23 -1.03 -0.02
C 1.97 -0.90 2.32
O 0.73 -0.80 2.23
C 2.65 -0.89 3.58
Cl 1.68 -0.72 4.99
F 3.78 1.64 -0.58
C 2.76 2.29 -1.14
F 3.17 3.54 -1.39
F 2.46 1.69 -2.28
S 1.33 2.30 0.09
O 0.35 1.38 -0.48
O 1.97 1.95 1.31
N 0.78 3.79 0.14
S -0.07 4.27 -1.12
O 0.45 3.78 -2.37
O -0.34 5.68 -1.01
C -1.77 3.49 -0.95
F -2.69 4.44 -1.17
F -1.97 3.01 0.27
F -1.96 2.53 -1.84
O -0.27 -2.83 0.27
N -1.39 -3.43 0.05
C -1.53 -3.92 -1.14
C -2.78 -4.58 -1.44
N -3.76 -5.11 -1.72
C -0.53 -3.88 -2.18
N 0.24 -3.93 -3.03
O -1.39 -0.88 -1.96
C -2.37 -0.63 -1.23
C -3.81 -0.58 -1.68
C -4.55 -0.39 -0.35
C -3.43 -0.17 0.68
O -3.63 0.13 1.83
N -2.22 -0.40 0.08
H -4.06 -1.50 -2.21
H -3.95 0.26 -2.36
H -5.09 -1.29 -0.05
H -5.25 0.45 -0.33

---

Density functional theory data (wB97M-V/def2-TZVPD) for a structure of composition C15H51HgN6O16 at a distorted geometry.

The calculation puts the frontier orbital gap at 6.216 eV. The charge is +1.

Atoms and positions in Å:
Hg -2.18 1.15 2.57
C 0.62 -0.45 0.49
C -0.58 0.27 -0.12
O -1.19 1.33 0.55
H 0.42 -1.00 1.42
H 1.54 0.12 0.61
H 0.87 -1.27 -0.20
H -1.33 -0.52 -0.29
H -0.19 0.56 -1.11
C -0.94 -1.46 -4.00
C -0.66 -1.89 -5.44
O 0.75 -1.92 -5.61
O -2.31 -1.66 -3.63
H -0.69 -0.40 -3.81
H -0.25 -1.98 -3.33
H -1.08 -1.15 -6.13
H -1.06 -2.90 -5.47
H 0.95 -1.23 -6.25
H -2.84 -1.13 -4.24
C -0.08 3.02 3.99
C 0.05 1.65 4.63
O -0.20 0.63 3.65
O -1.26 3.22 3.22
H 0.84 3.13 3.40
H 0.10 3.78 4.77
H -0.69 1.59 5.44
H 1.02 1.55 5.14
H 0.14 -0.19 4.05
H -1.14 4.08 2.80
C -2.89 2.05 -2.51
C -3.65 2.95 -3.43
O -2.82 3.41 -4.50
O -2.28 2.81 -1.48
H -2.20 1.42 -3.10
H -3.50 1.29 -2.01
H -4.10 3.79 -2.89
H -4.50 2.42 -3.88
H -3.36 3.91 -5.12
H -1.94 2.26 -0.74
C 2.90 0.92 2.72
C 3.50 0.79 4.11
O 2.62 -0.03 4.91
O 3.71 1.67 1.86
H 1.91 1.38 2.83
H 2.73 -0.08 2.29
H 3.43 1.77 4.58
H 4.52 0.42 4.08
H 3.05 -0.27 5.73
H 3.22 1.95 1.08
C -1.93 -4.40 -1.36
C -1.63 -3.63 -0.11
O -2.67 -3.78 0.90
O -2.99 -3.77 -2.06
H -2.23 -5.41 -1.06
H -1.03 -4.49 -1.97
H -1.41 -2.58 -0.32
H -0.78 -4.00 0.47
H -3.51 -3.71 0.41
H -2.59 -3.11 -2.67
C 2.79 -3.76 2.10
O 3.52 -3.48 1.15
N 2.84 -3.06 3.28
N 1.94 -4.83 2.04
H 2.00 -3.08 3.83
H 3.46 -2.29 3.43
H 1.20 -4.85 2.72
H 1.81 -5.21 1.12
C 2.60 -1.91 -2.16
O 2.15 -3.05 -2.32
N 2.58 -0.97 -3.16
N 3.45 -1.63 -1.10
H 2.06 -1.18 -4.00
H 3.08 -0.13 -2.97
H 3.91 -0.75 -1.00
H 3.54 -2.35 -0.38
C 1.80 4.27 -0.34
O 2.80 3.82 0.23
N 1.79 5.43 -1.08
N 0.58 3.59 -0.33
H 1.04 5.58 -1.72
H 2.69 5.87 -1.23
H 0.55 2.74 0.21
H 0.04 3.57 -1.18
O -3.67 2.55 1.48
H -4.57 2.37 1.78
H -3.76 3.11 0.69
O -3.29 -0.76 1.83
H -4.07 -1.21 2.21
H -3.07 -1.27 1.03

---

Density functional theory data (wB97M-V/def2-TZVPD) for a cluster of 11 separate species, C15H52O11 in total at a distorted geometry.

The calculation puts the frontier orbital gap at 9.282 eV. The charge is 0. As for the structure (SMILES): CC(C)O.CC(C)O.CC(C)O.CC(C)O.CC(C)O.O.O.O.O.O.O.

Atoms and positions in Å:
O 3.62 -2.94 2.29
H 2.83 -2.50 1.98
H 4.19 -2.23 2.60
O 0.56 -0.47 4.76
H 1.20 0.12 5.16
H -0.29 -0.04 4.91
O -1.45 -4.97 2.18
H -2.21 -5.33 1.71
H -1.20 -4.19 1.64
O -3.71 -2.61 -1.39
H -4.64 -2.35 -1.47
H -3.32 -2.39 -2.25
O -3.69 -5.34 0.34
H -4.34 -6.01 0.60
H -4.16 -4.77 -0.27
O -2.97 -0.68 -3.46
H -2.74 -0.81 -4.39
H -3.93 -0.68 -3.45
C -1.08 1.88 2.42
C -1.21 3.02 3.43
C 0.00 3.18 4.39
O -1.51 4.24 2.76
H -0.27 2.24 1.77
H -1.98 1.74 1.83
H -0.62 0.97 2.79
H -2.11 2.86 4.05
H 0.84 3.47 3.74
H 0.24 2.17 4.73
H -0.17 3.89 5.18
H -1.43 4.98 3.36
C 1.66 -1.36 -4.36
C 2.14 -2.82 -4.60
C 1.12 -3.80 -4.02
O 2.19 -3.07 -6.01
H 0.92 -0.96 -5.06
H 2.56 -0.74 -4.38
H 1.24 -1.33 -3.35
H 3.15 -3.02 -4.22
H 0.83 -3.70 -2.97
H 1.68 -4.75 -4.04
H 0.25 -3.92 -4.66
H 2.49 -2.25 -6.42
C 0.43 -1.92 1.37
C -0.81 -1.74 0.48
C -0.48 -0.90 -0.75
O -1.27 -3.06 0.17
H 0.45 -1.08 2.07
H 1.34 -1.95 0.77
H 0.38 -2.81 2.00
H -1.59 -1.22 1.06
H -1.06 -1.12 -1.65
H 0.59 -1.01 -0.94
H -0.64 0.15 -0.51
H -1.99 -3.01 -0.48
C -2.02 2.48 -2.03
C -2.39 3.98 -1.99
C -1.93 4.67 -0.70
O -1.87 4.66 -3.12
H -0.99 2.25 -2.32
H -2.68 2.00 -2.74
H -2.23 2.14 -1.02
H -3.47 4.08 -1.96
H -2.10 5.74 -0.85
H -0.87 4.53 -0.48
H -2.46 4.34 0.20
H -0.92 4.48 -3.11
C 4.44 2.27 2.39
C 3.45 1.19 1.90
C 2.63 1.70 0.71
O 4.24 0.07 1.47
H 4.86 2.80 1.54
H 5.27 1.82 2.93
H 3.93 3.00 3.02
H 2.82 0.90 2.75
H 1.78 2.27 1.07
H 2.36 0.86 0.07
H 3.25 2.34 0.08
H 4.86 0.38 0.81

---

Density functional theory data (wB97M-V/def2-TZVPD) for a cluster of 13 separate species, C15H53F3N22O14 in total at a distorted geometry.

The calculation puts the frontier orbital gap at 7.635 eV. The charge is 0.

Atoms and positions in Å:
O -0.12 -0.81 -1.27
H 0.29 -0.38 -0.52
H -0.59 -1.62 -1.04
H -0.77 -0.27 -1.72
C -2.73 1.65 -1.10
O -2.25 0.91 -2.21
O -1.72 1.62 -0.04
C -3.39 2.97 -1.41
F -4.67 2.83 -1.81
F -3.38 3.83 -0.35
F -2.81 3.57 -2.47
C -3.23 0.14 -2.98
C -2.61 -0.12 -4.33
H -2.30 0.78 -4.86
H -1.62 -0.56 -4.21
H -3.26 -0.73 -4.95
H -4.13 0.73 -3.18
H -3.60 -0.76 -2.51
H -3.58 1.11 -0.68
C -1.74 -3.18 0.77
O -1.48 -2.82 -0.31
N -0.77 -3.18 1.65
N -2.78 -3.80 1.21
H 0.13 -2.83 1.36
H -0.89 -3.56 2.58
H -3.56 -4.06 0.62
H -2.80 -3.85 2.22
C 2.39 -3.80 3.33
O 3.01 -2.72 3.17
N 1.95 -4.48 2.42
N 2.34 -4.41 4.46
H 1.41 -5.32 2.59
H 2.27 -4.36 1.47
H 2.76 -3.90 5.22
H 1.94 -5.32 4.66
C 0.53 5.57 0.27
O 0.34 6.43 -0.56
N 1.44 5.65 1.15
N -0.33 4.57 0.46
H 1.96 6.50 1.24
H 1.76 4.74 1.47
H -0.13 3.89 1.18
H -1.00 4.37 -0.27
C -1.21 -3.11 -3.81
O -0.04 -2.89 -3.39
N -2.23 -3.59 -3.09
N -1.53 -3.34 -5.05
H -2.00 -3.63 -2.10
H -3.01 -4.05 -3.53
H -2.48 -3.63 -5.24
H -0.87 -3.33 -5.81
C -6.05 -0.78 0.01
O -6.49 -1.12 -1.07
N -5.00 -1.21 0.71
N -6.56 0.27 0.54
H -4.31 -1.82 0.30
H -4.98 -0.92 1.67
H -6.18 0.51 1.45
H -7.44 0.46 0.09
C 4.32 3.15 1.02
O 3.13 3.23 1.12
N 5.00 4.17 0.59
N 4.98 2.10 1.32
H 6.01 4.16 0.59
H 4.45 4.98 0.36
H 4.58 1.21 1.56
H 5.97 2.25 1.14
C 2.58 -3.68 -1.85
O 3.04 -3.56 -0.74
N 1.76 -4.68 -2.19
N 2.65 -2.77 -2.83
H 1.60 -5.16 -1.32
H 0.93 -4.41 -2.70
H 2.06 -2.87 -3.65
H 3.19 -2.00 -2.48
C 1.68 0.93 2.26
O 1.55 0.22 1.27
N 0.81 1.90 2.50
N 2.55 0.83 3.23
H 0.73 2.23 3.45
H 0.00 2.01 1.90
H 2.49 1.49 4.00
H 3.16 0.03 3.15
C 5.87 -1.25 0.97
O 6.96 -0.76 0.79
N 5.61 -2.13 1.87
N 4.76 -0.87 0.38
H 6.36 -2.47 2.46
H 4.70 -2.33 2.26
H 3.86 -1.21 0.69
H 4.88 -0.17 -0.34
C -3.49 2.64 3.11
O -4.28 2.89 4.02
N -3.36 1.57 2.43
N -2.79 3.50 2.56
H -2.66 1.49 1.70
H -3.87 0.74 2.69
H -2.51 3.37 1.60
H -3.18 4.37 2.89
C 1.96 2.61 -1.86
O 3.13 2.31 -2.09
N 1.16 1.99 -1.01
N 1.43 3.59 -2.52
H 1.63 1.40 -0.34
H 0.16 2.13 -0.98
H 0.60 3.99 -2.12
H 1.96 3.99 -3.28

---

Density functional theory data (wB97M-V/def2-TZVPD) for a cluster of 12 separate species, C15H55N23O12 in total at a distorted geometry.

The calculation puts the frontier orbital gap at 8.654 eV. The charge is 0. As for the structure (SMILES): COC[C@H](C)N.NC(N)=O.NC(N)=O.NC(N)=O.NC(N)=O.NC(N)=O.NC(N)=O.NC(N)=O.NC(N)=O.NC(N)=O.NC(N)=O.NC(N)=O.

Atoms and positions in Å:
C -0.17 2.98 3.99
C -1.69 3.18 3.95
C -2.14 2.73 2.53
O -3.56 2.88 2.43
C -3.99 2.95 1.10
N -2.35 2.28 4.92
H 0.21 1.96 4.02
H 0.17 3.60 4.82
H 0.35 3.34 3.10
H -2.12 4.17 4.12
H -1.76 1.77 2.19
H -1.75 3.52 1.88
H -4.55 3.84 0.81
H -4.74 2.22 0.79
H -3.19 2.87 0.35
H -3.32 2.57 4.90
H -2.08 2.59 5.86
C -2.18 1.42 -4.12
O -1.89 1.48 -2.92
N -1.69 2.33 -4.99
N -2.91 0.45 -4.70
H -1.09 3.03 -4.59
H -2.14 2.58 -5.84
H -3.07 -0.36 -4.12
H -2.89 0.27 -5.69
C -1.43 -1.33 5.41
O -1.29 -2.46 5.86
N -1.58 -0.21 6.17
N -1.36 -1.04 4.08
H -1.76 -0.22 7.15
H -1.84 0.64 5.65
H -1.18 -1.79 3.43
H -1.25 -0.11 3.74
C -5.02 -1.18 1.44
O -4.61 -1.73 0.41
N -4.50 0.01 1.87
N -6.06 -1.64 2.14
H -3.72 0.38 1.37
H -5.03 0.60 2.48
H -6.55 -2.43 1.74
H -6.17 -1.35 3.09
C -0.42 -2.41 -3.59
O 0.74 -2.04 -3.76
N -1.40 -2.28 -4.53
N -0.82 -3.07 -2.47
H -1.16 -1.70 -5.31
H -2.31 -2.65 -4.32
H -0.21 -3.25 -1.68
H -1.77 -3.37 -2.46
C 4.18 -0.27 -1.64
O 4.99 -1.17 -1.41
N 3.53 0.37 -0.63
N 3.72 0.05 -2.87
H 3.00 1.21 -0.75
H 3.87 0.12 0.28
H 4.15 -0.48 -3.61
H 3.17 0.88 -3.02
C 2.38 -2.69 2.64
O 3.14 -1.72 2.52
N 2.81 -3.92 2.98
N 1.03 -2.60 2.49
H 2.11 -4.65 3.03
H 3.74 -4.30 3.00
H 0.49 -3.42 2.31
H 0.66 -1.70 2.21
C 1.71 0.61 -6.17
O 1.63 1.66 -6.81
N 1.97 -0.61 -6.77
N 1.38 0.46 -4.87
H 2.23 -0.67 -7.74
H 2.24 -1.36 -6.15
H 1.42 -0.43 -4.40
H 0.89 1.25 -4.49
C -0.26 -0.33 0.29
O 0.00 0.00 1.46
N 0.66 -0.48 -0.69
N -1.52 -0.64 -0.10
H 1.63 -0.35 -0.40
H 0.43 -0.84 -1.59
H -2.26 -0.39 0.54
H -1.68 -0.76 -1.08
C 3.32 1.89 3.07
O 2.91 3.03 3.32
N 2.51 0.84 2.89
N 4.65 1.52 3.13
H 1.54 1.09 2.80
H 2.80 -0.15 2.83
H 4.91 0.57 2.93
H 5.24 2.10 3.70
C 1.52 3.32 -2.10
O 2.28 2.51 -2.64
N 1.95 4.50 -1.58
N 0.25 3.02 -1.74
H 2.94 4.65 -1.61
H 1.25 5.23 -1.52
H -0.13 2.10 -1.87
H -0.41 3.70 -1.41
C 2.15 -4.65 -1.10
O 1.16 -4.35 -0.43
N 2.73 -3.90 -2.09
N 2.75 -5.85 -0.94
H 3.20 -4.38 -2.83
H 2.36 -3.00 -2.34
H 2.35 -6.54 -0.33
H 3.60 -6.08 -1.43

---

The calculation returns the following energy relative to the best compared isomer or geometry (same formula, charge and spin) values, one per record and in order: 312.5, 3.3, 0.0, 34.7, 121.8, 22.7 kcal per mole.